1.
38
Properties=species:S:1:pos:R:3:forces:R:3 method="wB97M-V/def2-TZVPD" homo_lumo_gap_ev="6.52 / 5.46" charge=-1 spin_multiplicity=2 e_homo_ev="-4.29 / -4.29"
Pt -1.072 1.359 0.886 0.386 -0.164 0.332
S -4.833 -0.531 -2.001 -0.067 -0.068 -0.096
Sb -4.208 0.657 -0.173 -0.359 -0.292 0.084
S -2.302 -0.579 0.817 0.270 0.332 -0.430
S -2.286 2.120 -0.762 -0.341 0.118 0.019
C 0.020 -3.633 -0.376 -0.100 -0.256 -0.173
S 0.571 -1.940 -0.313 0.607 0.143 0.056
O 2.080 -1.990 -0.374 -0.453 -0.048 0.134
C 0.043 -1.411 -1.935 0.100 0.126 -0.144
C 1.004 -0.740 -2.683 -0.083 -0.083 -0.073
C 0.658 -0.228 -3.926 -0.005 0.000 0.013
C -0.636 -0.378 -4.405 0.029 0.015 0.021
C -1.592 -1.031 -3.639 -0.013 -0.005 -0.014
C -1.261 -1.549 -2.395 0.039 0.086 0.039
H 0.391 -4.100 -1.287 -0.021 -0.051 0.042
H -1.069 -3.658 -0.325 0.027 0.013 -0.028
H 0.444 -4.111 0.507 -0.035 -0.020 -0.026
H 2.006 -0.643 -2.286 -0.004 -0.001 0.012
H 1.400 0.298 -4.515 -0.002 -0.010 0.002
H -0.908 0.035 -5.368 0.001 -0.003 0.008
H -2.615 -1.109 -3.979 -0.022 0.006 0.030
H -2.033 -1.999 -1.787 -0.011 0.006 -0.001
N 2.833 0.104 2.059 0.129 0.101 -0.063
C 3.104 1.169 1.223 0.016 -0.135 0.141
C 1.905 1.568 0.741 -0.137 -0.162 -0.031
N 0.917 0.744 1.252 0.313 0.073 0.399
C 1.513 -0.115 2.041 -0.118 -0.148 -0.061
H 3.506 -0.463 2.541 0.007 -0.020 -0.030
H 4.099 1.542 1.067 -0.008 -0.018 -0.011
H 1.671 2.381 0.077 -0.029 0.011 0.037
H 1.024 -0.901 2.588 -0.032 0.010 0.019
Cl 0.150 1.126 4.785 -0.070 0.106 -0.044
C -0.925 2.468 4.251 -0.178 -0.277 -0.077
Cl -2.465 1.818 3.656 0.035 0.072 0.301
C -0.186 3.343 3.214 0.142 0.223 -0.280
O 0.435 4.274 3.710 -0.010 -0.061 -0.002
O -0.262 3.056 1.976 0.014 0.309 -0.099
H -1.122 3.051 5.139 -0.016 0.069 -0.007


2.
27
Properties=species:S:1:pos:R:3:forces:R:3 method="wB97M-V/def2-TZVPD" homo_lumo_gap_ev="5.33 / 7.71" spin_multiplicity=5 e_homo_ev="-5.44 / -7.92"
Fe 0.115 0.256 0.226 -4.816 -1.908 -6.098
C 0.129 -0.282 -2.271 3.277 -0.434 -0.812
H 1.081 -0.285 -1.616 -1.672 0.084 -0.308
H -0.063 -1.334 -2.537 0.800 0.569 -1.057
H 0.245 0.581 -2.949 0.544 -1.215 -0.834
H -0.804 -0.045 -1.961 -2.637 0.926 2.556
H -1.591 0.143 -0.073 0.651 0.592 0.092
C 2.860 3.140 0.931 -0.457 -0.375 -0.993
C 2.974 2.867 2.292 0.230 0.227 0.176
C 2.244 1.837 2.863 -0.005 -0.171 0.962
C 1.367 1.070 2.115 1.110 1.450 -0.434
N 1.280 1.425 0.777 1.938 1.807 1.211
C 1.980 2.372 0.152 1.411 0.742 2.557
C 0.541 -0.041 2.594 -0.895 -0.931 0.798
C 0.525 -0.514 3.924 -0.265 -0.099 -0.033
C -0.305 -1.597 4.277 0.762 0.891 0.006
C -1.102 -2.230 3.322 -0.272 -0.074 -0.821
C -1.095 -1.782 1.984 0.122 0.013 1.852
C -0.316 -0.687 1.657 0.712 -2.027 2.476
H 3.424 3.923 0.447 0.122 0.098 0.121
H 3.649 3.468 2.917 -0.338 -0.331 -0.328
H 2.335 1.601 3.925 0.125 0.249 -0.302
H 1.848 2.510 -0.904 -0.186 0.026 -0.237
H 1.156 -0.033 4.675 -0.258 -0.242 -0.041
H -0.310 -1.933 5.316 -0.024 0.063 -0.351
H -1.728 -3.074 3.627 0.266 0.236 -0.160
H -1.681 -2.249 1.212 -0.248 -0.166 0.004


3.
35
Properties=species:S:1:pos:R:3:forces:R:3 method="wB97M-V/def2-TZVPD" homo_lumo_gap_ev=5.76 charge=-2 e_homo_ev=-1.10
K -2.656 -0.174 -0.841 2.746 0.442 0.047
C 5.103 1.652 -0.616 -0.001 -0.001 -0.048
C 4.062 2.685 -1.035 -0.052 -0.069 0.015
N 2.989 2.115 -1.825 -0.019 -0.071 -0.075
C 1.881 1.520 -1.206 -0.207 0.242 0.357
S 0.454 1.378 -2.180 0.170 -0.118 0.041
N 2.056 1.245 0.055 0.325 -0.458 -0.191
N 1.069 0.614 0.757 -0.361 0.282 -0.099
C 0.783 -0.605 0.508 0.000 0.011 0.267
C 1.493 -1.490 -0.467 0.049 -0.029 -0.075
C -0.370 -1.155 1.290 0.200 0.008 -0.073
C -0.907 -0.460 2.377 0.019 0.056 0.030
C -2.037 -0.953 2.993 0.011 0.026 0.050
C -2.615 -2.124 2.518 -0.005 -0.013 0.001
C -2.001 -2.760 1.459 0.133 0.020 -0.025
N -0.897 -2.301 0.858 -0.139 -0.128 -0.066
H 5.926 2.126 -0.071 -0.024 -0.007 -0.001
H 5.510 1.147 -1.496 0.002 0.005 0.020
H 4.635 0.909 0.027 0.010 -0.002 -0.006
H 4.541 3.455 -1.645 -0.006 0.035 0.002
H 3.653 3.155 -0.134 0.013 0.053 0.008
H 2.695 2.637 -2.633 0.021 0.016 -0.010
H 1.108 -1.339 -1.478 -0.047 0.002 0.004
H 1.368 -2.536 -0.192 -0.006 0.026 -0.019
H 2.550 -1.217 -0.486 -0.010 0.032 0.000
H -0.433 0.462 2.682 -0.037 0.006 -0.011
H -2.481 -0.422 3.826 -0.028 0.025 -0.041
H -3.532 -2.515 2.935 -0.002 0.021 -0.015
H -2.417 -3.675 1.052 -0.008 0.005 -0.026
O -6.411 -1.307 -2.007 0.022 0.009 -0.017
C -5.335 -0.745 -1.757 0.064 -0.053 -0.108
O -4.208 -0.926 -2.337 -1.207 -0.413 -0.694
C -5.256 0.291 -0.592 -0.440 -0.010 0.138
O -5.754 1.418 -0.747 -0.024 -0.058 0.041
O -4.566 -0.105 0.409 -1.162 0.110 0.578


For each record above, in turn, the calculated relative energy (zero: lowest compared OMol25 entry of this formula, charge and spin) values are 16.55 33.06 1.78 kcal per mole.